Below is a structure of composition C29H48N2O20S at a distorted geometry, with properties calculated with wB97M-V/def2-TZVPD.

```
100
Properties=species:S:1:pos:R:3:forces:R:3
O 1.933303 -1.508878 0.239715 0.4672 -0.1272 1.5439
C 2.710093 -0.867210 0.901653 -0.1646 0.1186 -2.6084
O 3.411250 0.167814 0.197707 -1.6763 -0.7156 1.9449
C 2.323001 0.978112 -0.368356 -0.0423 1.4350 -1.4633
C 2.805174 2.473188 -0.639460 -0.3586 -0.4980 0.7206
C 1.793785 3.468586 0.069542 1.3933 0.5765 -0.1834
C 0.538997 3.839619 -0.807064 -0.4766 0.1483 0.8845
C -0.639722 2.827859 -0.710553 -0.9257 -1.8306 -2.4559
C -0.926076 2.017706 -1.900615 -1.1739 0.0268 2.2099
C -2.065461 1.013585 -1.960033 -0.3981 0.8129 2.3558
C -2.954298 0.816151 -0.836132 2.0102 1.0999 -0.9479
C -2.689679 1.610056 0.394743 0.3662 0.6105 0.2239
N -3.442502 1.569032 1.572023 2.8999 1.4083 -1.6007
S -2.701480 2.664540 2.568061 0.3191 0.0186 -0.9870
N -1.444942 3.310614 1.672954 -2.0444 -2.7883 -1.6019
C -1.534477 2.622511 0.465301 -0.3673 -0.2939 -0.2509
H 2.840312 -1.015698 2.007226 0.4867 0.3756 -1.0063
H 1.469927 0.999034 0.363841 0.7452 -0.0528 -0.8143
H 1.974252 0.562178 -1.355364 0.2809 -0.0187 1.2405
H 2.837280 2.725976 -1.733406 0.0522 -0.4828 0.9362
H 3.857066 2.570015 -0.233193 -1.2192 0.0575 -0.3138
H 1.554896 3.060033 1.087646 -0.1555 0.4527 -0.9410
H 2.379276 4.422794 0.253969 -0.7838 -0.9337 -0.1902
H 0.853981 3.963323 -1.879701 -0.3494 -0.3010 1.0069
H 0.173599 4.856097 -0.472516 0.2687 -1.0901 -0.2687
H -0.306069 2.130987 -2.828915 -0.6057 -0.0188 1.1576
H -2.251437 0.396083 -2.877058 0.3800 0.8293 0.9532
H -3.803298 0.087633 -0.898565 0.9891 0.8502 0.2106
C 4.093087 1.219147 3.094113 -0.2455 0.0486 -0.1272
O 5.303868 1.171905 3.848205 0.1906 0.0873 0.0822
C 6.235125 2.042959 3.441608 0.0016 -0.1051 0.0937
O 6.124532 2.822576 2.530223 0.0101 -0.1174 0.1424
O 7.310383 1.896107 4.224926 -0.2003 -0.0416 -0.0731
C 8.392212 2.769301 3.903471 0.3367 0.1994 -0.0207
H 3.413304 0.476160 3.510318 0.2455 0.0351 0.2702
H 3.624241 2.200869 3.183219 0.0929 -0.0144 -0.1199
H 4.276771 0.970080 2.050785 0.0699 0.2645 0.0822
H 8.093525 3.811853 4.020650 -0.0356 -0.0757 -0.1567
H 8.749514 2.582785 2.889861 -0.1357 0.1122 0.0164
H 9.202383 2.560533 4.600354 -0.2145 -0.1681 0.0582
C -4.765728 -4.965231 -1.220608 -0.3716 -0.0462 -0.1844
O -3.553531 -5.030305 -0.469836 0.2202 0.4287 0.0504
C -2.609895 -4.160892 -0.868914 -0.0367 0.1206 0.3824
O -2.714534 -3.371081 -1.770742 0.0050 -0.1416 0.1226
O -1.529343 -4.324436 -0.084904 -0.5669 0.1081 -0.1441
C -0.437762 -3.454209 -0.398947 0.3992 0.2259 -0.0043
H -5.447866 -5.707780 -0.809481 0.2412 -0.0105 0.1429
H -5.225797 -3.980772 -1.124836 0.1224 -0.0183 -0.1203
H -4.582799 -5.204967 -2.268925 0.0319 0.1570 0.0502
H -0.728190 -2.410994 -0.271267 -0.0129 -0.0730 -0.1537
H -0.081978 -3.633773 -1.414460 -0.1403 0.1166 0.0142
H 0.371733 -3.673456 0.293804 -0.2303 -0.1301 0.0545
C -1.661273 -7.233198 -0.871371 0.2688 0.0758 0.1998
O -2.074559 -8.022985 -1.989592 -0.0425 -0.2946 -0.0631
C -2.060583 -9.341709 -1.766827 -0.0236 0.1625 -0.1001
O -1.739939 -9.883252 -0.740383 -0.0582 0.0450 -0.1803
O -2.466386 -9.956303 -2.886649 0.0340 0.1341 0.1012
C -2.500757 -11.379292 -2.792780 -0.0354 -0.3620 -0.0562
H -1.711294 -6.191156 -1.161350 0.0738 -0.5733 -0.3125
H -2.329894 -7.385283 -0.024255 0.1339 -0.0651 -0.0298
H -0.630988 -7.465700 -0.596578 -0.1160 -0.1388 0.0520
H -3.203155 -11.697630 -2.021232 0.1686 0.0316 0.0559
H -1.504467 -11.776366 -2.593673 -0.0971 0.0441 0.1447
H -2.841978 -11.764784 -3.752402 0.0087 0.2743 -0.0137
C -5.546865 3.610381 -0.787384 -0.0310 -0.3836 0.0967
O -5.455401 4.902608 -1.387275 -0.0113 0.2234 0.0342
C -5.481881 5.915316 -0.513417 0.0215 -0.0318 -0.1411
O -5.572729 5.815594 0.683093 0.0207 0.0323 -0.1864
O -5.389347 7.060401 -1.202300 -0.0080 -0.2002 0.0190
C -5.405121 8.233546 -0.390712 0.0042 0.3533 0.1431
H -5.515759 2.869810 -1.585307 0.0473 0.2624 -0.1243
H -4.702257 3.435490 -0.120649 -0.1522 0.0810 0.0710
H -6.490584 3.500328 -0.251198 0.1382 0.0833 0.1049
H -4.554470 8.240967 0.292179 -0.1473 -0.0852 0.0589
H -6.342808 8.307143 0.161761 0.1307 -0.0943 0.0789
H -5.324993 9.093888 -1.053465 0.0022 -0.2308 -0.1533
C 4.495003 1.918177 -7.281265 -0.2730 -0.1721 -0.2218
O 5.680120 2.496647 -6.736238 0.0527 0.0885 0.1948
C 5.559595 2.901651 -5.466386 0.1700 0.0153 -0.0888
O 4.568822 2.815150 -4.786972 0.1067 0.0136 -0.0871
O 6.732303 3.419445 -5.083014 -0.1582 -0.0946 -0.1378
C 6.750038 3.895743 -3.737541 0.0886 0.1437 0.3622
H 4.711653 1.629564 -8.308560 0.2270 0.1135 0.1122
H 4.210119 1.025577 -6.722708 -0.0579 0.1534 0.0618
H 3.680554 2.643753 -7.289029 0.0219 -0.0902 0.1474
H 6.554804 3.081707 -3.038083 -0.1399 0.0832 -0.0651
H 6.025332 4.700096 -3.604176 -0.0591 -0.1629 0.0180
H 7.745578 4.290289 -3.540760 -0.0110 -0.0948 -0.2605
C -2.224710 -1.946027 8.115915 -0.0462 0.0580 0.3798
O -1.886427 -2.421871 6.814029 -0.0269 0.0547 -0.2010
C -2.367879 -1.673037 5.813662 0.0665 -0.1191 -0.0376
O -3.032632 -0.676136 5.933244 0.1183 -0.1510 -0.0096
O -1.980677 -2.226227 4.658310 0.0135 0.0077 0.2183
C -2.426734 -1.526629 3.496661 -0.0918 0.1308 -0.3930
H -1.783210 -2.628010 8.840987 0.0625 -0.0885 -0.2561
H -1.812639 -0.949590 8.280926 -0.1614 -0.0063 -0.0777
H -3.306418 -1.943172 8.256027 0.0697 0.1467 -0.0752
H -2.022886 -0.513348 3.478076 -0.1676 -0.0099 0.0878
H -3.516368 -1.507419 3.453017 0.0809 0.1587 0.0872
H -2.055858 -2.062267 2.623579 0.0903 -0.1528 0.2294
```
Positions in Å, forces in eV/Å.

The calculation puts the highest occupied orbital energy at -8.855 eV. Its total energy is -85614.265 eV. Its total charge is 0. The value obtained for the largest force on an atom is 3.81 eV/Å.